No. 1
This record from the OMol25 dataset describes a single C4H5FOS molecule at a distorted geometry. The level of theory is wB97M-V/def2-TZVPD.

Its SMILES is CC(=O)S/C=C\F. As for the net charge: 0.

XYZ file:
```
12
Properties=species:S:1:pos:R:3:nbo_charge:R:1
C 0.3888 1.3697 0.0843 -0.769
C 0.1503 0.9102 -1.3030 0.445
O 0.5080 1.4508 -2.3568 -0.537
S -0.9188 -0.5903 -1.4808 0.215
C -1.0827 -1.2766 0.1173 -0.497
C 0.0438 -1.5882 0.7079 0.278
F 1.3920 -0.9755 0.4843 -0.383
H 0.4447 2.5384 0.2664 0.265
H -0.5364 0.6648 0.6285 0.233
H 1.3974 0.8741 0.5358 0.296
H -1.9943 -1.3225 0.6545 0.263
H 0.2072 -2.0549 1.6617 0.191
```

---

No. 2
This record from the OMol25 dataset describes a molecular structure, C14H17FMoN2O7S at a distorted geometry. The level of theory is wB97M-V/def2-TZVPD.

The expectation value of S² is 2.01. Its spin multiplicity is 3. As for the net charge: 0.

XYZ file:
```
43
Properties=species:S:1:pos:R:3:nbo_charge:R:1
Mo -0.4628 0.7892 0.8065 1.811
O 0.9791 0.5135 6.6470 -0.630
C 0.7044 0.5709 5.3364 0.368
C 1.5255 -0.0138 4.3682 -0.280
C 1.1531 0.1096 3.0587 0.134
N 0.0463 0.7606 2.7324 -0.446
C -0.7574 1.3067 3.6339 0.135
C -0.4586 1.2402 4.9670 -0.248
C -1.9897 1.9444 2.9906 0.763
O -2.8095 2.5081 3.6581 -0.553
O -1.9988 1.7881 1.6757 -0.680
C 1.8961 -0.4744 1.8618 0.768
O 2.9104 -1.0956 2.0028 -0.562
O 1.2922 -0.2139 0.7095 -0.718
H 1.8048 0.0390 6.7989 0.491
H 2.4310 -0.5575 4.6147 0.250
H -1.1137 1.6878 5.7028 0.265
C -2.1574 0.2859 -4.0406 -0.615
C -0.7349 -0.0312 -4.4997 -0.411
C 0.3674 0.7565 -3.7999 -0.596
S 0.7778 0.3281 -2.1197 1.275
O -0.5536 0.4433 -1.3515 -0.958
C 1.1083 -1.4400 -2.3144 -0.602
C -0.1178 -2.3537 -2.1494 -0.424
C -0.0435 -3.1831 -0.8682 -0.604
H -2.8769 -0.3050 -4.6111 0.215
H -2.3879 1.3425 -4.2058 0.209
H -2.3023 0.0758 -2.9797 0.231
H -0.6385 0.2075 -5.5620 0.216
H -0.5387 -1.1037 -4.4140 0.208
H 0.1364 1.8248 -3.7483 0.246
H 1.3291 0.6490 -4.3112 0.236
H 1.8617 -1.6443 -1.5522 0.259
H 1.5828 -1.5209 -3.2954 0.232
H -0.1780 -3.0109 -3.0179 0.208
H -1.0319 -1.7601 -2.1380 0.231
H 0.8262 -3.8460 -0.8833 0.200
H -0.9377 -3.7980 -0.7500 0.217
H 0.0313 -2.5374 0.0055 0.229
F -1.4209 -0.8295 1.0002 -0.565
O 1.3800 4.5362 -0.3698 -0.543
C 0.9160 3.5231 0.0104 0.851
N 0.4507 2.4881 0.4008 -0.814
```

---

No. 3
This record from the OMol25 dataset describes a molecular structure, C9H66NO25 at a distorted geometry. The level of theory is wB97M-V/def2-TZVPD.

As for the net charge: -1.

XYZ file:
```
101
Properties=species:S:1:pos:R:3:mulliken_charge:R:1
C -9.1452 7.5504 9.2214 -3.476
C -9.8385 7.3866 10.5502 4.507
C -11.2312 6.8720 10.1153 -3.973
C -11.9480 6.3510 11.3342 -1.218
C -11.1823 5.1159 11.8484 -2.546
C -9.7774 5.4906 12.3522 3.681
N -9.0961 6.3340 11.3590 0.385
O -7.7531 6.7162 11.6436 -0.054
C -9.0374 4.1232 12.5003 -3.090
C -10.0264 6.1484 13.7646 -0.567
C -9.9768 8.7778 11.2372 -3.297
H -9.7731 8.1472 8.5597 1.412
H -8.9618 6.6751 8.5982 -1.182
H -8.1514 7.9940 9.2814 0.950
H -11.1895 6.3149 9.1794 2.326
H -11.9940 7.6357 9.9638 2.265
H -12.9015 5.9080 11.0464 0.958
H -12.0863 7.1343 12.0794 -0.946
H -11.0015 4.4281 11.0223 0.991
H -11.8338 4.7764 12.6536 1.602
H -9.4223 3.4226 13.2412 0.326
H -7.9962 4.2188 12.8084 -1.547
H -9.0219 3.5370 11.5815 0.905
H -10.5296 5.3698 14.3379 0.292
H -10.6655 7.0206 13.6275 0.375
H -9.0496 6.3366 14.2102 -0.301
H -9.0706 9.3533 11.4262 -1.095
H -10.5255 8.6845 12.1744 -0.167
H -10.5947 9.4312 10.6212 2.090
O -6.7218 6.3205 13.0032 -0.785
H -6.7959 5.4861 13.4663 0.271
H -7.5406 6.3965 12.5132 0.587
O -6.9650 5.6234 8.3322 -0.617
H -6.8037 4.7650 7.9406 0.279
H -7.4305 5.4322 9.1464 0.154
O -8.5920 7.2554 6.5394 -0.751
H -9.1873 7.2218 5.7905 0.302
H -9.0149 6.7147 7.2065 0.779
O -7.5674 10.0230 12.7250 -1.061
H -8.1052 9.4405 13.2614 0.426
H -7.2183 9.4593 12.0346 1.007
O -5.5620 6.1640 10.8170 -1.012
H -6.0898 5.5500 10.3064 0.595
H -6.1260 6.4146 11.5486 -0.053
O -11.8275 2.9847 13.2422 -0.696
H -12.3572 2.5697 13.9229 0.329
H -11.8181 3.9125 13.4777 0.061
O -6.6604 4.3649 13.7748 -0.631
H -6.3754 3.6733 13.1776 0.348
H -7.2541 3.9263 14.3842 0.392
O -12.9935 6.1863 9.2821 -0.643
H -12.6406 6.0384 10.1595 -0.660
H -13.9394 6.0791 9.3827 0.352
O -13.0477 7.2460 13.6283 -0.509
H -12.8114 8.1709 13.5576 0.155
H -13.6572 7.2097 14.3655 0.306
O -12.8946 3.8420 10.6957 -0.660
H -12.2445 3.8192 11.3979 1.049
H -13.7353 3.7487 11.1438 0.281
O -9.7853 2.2041 13.7925 -0.841
H -9.4967 1.9149 12.9269 0.543
H -10.6122 2.6582 13.6304 0.659
O -9.2420 10.9396 11.9068 -1.024
H -9.2110 10.7239 10.9748 0.562
H -8.4407 10.5604 12.2677 0.772
O -8.7041 8.4258 13.4147 -0.843
H -9.0059 7.8623 12.7022 -2.695
H -8.1863 7.8478 13.9750 0.459
O -12.7614 9.3931 10.4541 -1.043
H -12.1946 9.5355 9.6960 0.491
H -12.1663 9.4026 11.2038 0.853
O -9.3167 4.5145 14.8445 -0.903
H -10.2494 4.5727 15.0513 0.398
H -9.0228 5.4246 14.8032 0.134
O -11.5936 9.9818 12.4077 -0.658
H -12.0402 9.5290 13.1231 0.203
H -10.6632 9.8238 12.5675 1.747
O -8.8784 6.7617 15.5598 -0.464
H -8.5190 5.9582 15.9358 0.369
H -8.1837 7.4106 15.6717 0.425
O -9.8427 5.8627 7.4382 -0.607
H -10.2421 5.9104 8.3067 -1.255
H -9.4420 4.9940 7.4057 0.293
O -6.9153 8.6896 11.3278 -0.672
H -7.4356 9.1344 10.6587 0.795
H -7.3334 7.8344 11.4277 1.009
O -11.1661 9.7693 9.0599 -0.547
H -11.4209 10.6578 8.8113 0.387
H -10.8846 9.3623 8.2405 0.397
O -7.3539 4.7057 10.3354 -1.049
H -7.8844 5.4370 10.6515 0.659
H -7.3275 4.0930 11.0703 0.476
O -10.4671 9.3245 14.3406 -0.692
H -9.7905 9.0715 13.7126 0.761
H -10.2191 8.8815 15.1521 0.451
O -8.4238 9.8771 9.8417 -0.537
H -8.4309 10.3298 8.9984 0.325
H -9.1695 9.2784 9.7991 0.256
O -12.4260 6.9976 7.4275 -0.646
H -12.4927 6.8003 8.3617 0.555
H -13.1958 7.5346 7.2400 0.296
```

---

Here are the calculated energy above the lowest of the compared OMol25 structures with the same formula, charge and spin numbers, same order: 2.5717 0.1111 46.5156 (eV).